The following is a quantum chemistry calculation of a molecular structure, C18H13N2Tl in a non-equilibrium geometry, from the Open Molecules 2025 dataset.

Each line ends with the Löwdin charge.
CARTESIAN COORDINATES (ANGSTROEM)
Tl -0.446 2.313 -3.145  0.716
C 3.825 0.237 -1.548  -0.085
C 3.173 -0.633 -0.708  -0.070
C 1.845 -1.027 -0.934  -0.019
C 1.130 -0.438 -1.991  -0.249
N 1.776 0.458 -2.776  0.052
C 3.078 0.811 -2.561  -0.114
C -0.335 -0.608 -2.117  -0.259
C -0.950 -1.361 -1.044  -0.054
C -2.260 -1.164 -0.779  -0.123
C -3.080 -0.507 -1.741  -0.069
C -2.494 0.059 -2.905  -0.185
C -1.115 0.059 -2.995  -0.347
H 4.851 0.383 -1.661  0.083
H 3.734 -1.100 0.133  0.117
H 1.423 -1.587 -0.116  0.092
H 3.407 1.620 -3.196  0.105
H -0.378 -1.992 -0.425  0.079
H -2.711 -1.740 0.029  0.102
H -4.151 -0.437 -1.526  0.093
H -3.086 0.584 -3.652  0.078
N -0.009 2.549 -0.205  0.147
C -0.079 1.907 0.753  -0.158
C -0.333 1.104 1.864  -0.228
C 0.626 0.854 2.880  -0.024
C 0.340 0.122 4.030  -0.081
C -0.880 -0.538 4.112  -0.085
C -1.807 -0.451 3.055  -0.043
C -1.579 0.491 2.001  -0.017
H 1.586 1.344 2.855  0.111
H 1.108 0.000 4.820  0.118
H -1.082 -1.185 4.953  0.102
H -2.798 -0.916 3.222  0.113
H -2.327 0.785 1.317  0.100

Forces on the atoms, in the same order (eV/Å):
0.44 0.05 -0.56
-1.18 0.17 -1.47
0.10 -1.49 0.60
1.26 1.24 0.70
1.30 0.64 0.03
0.17 0.56 0.31
-2.60 -0.94 0.13
-0.06 -1.86 2.41
0.85 1.34 -1.54
-1.68 -0.74 -1.13
0.24 0.45 -0.42
-1.18 -1.04 2.25
0.62 1.73 -1.70
1.68 0.36 0.90
-0.53 0.39 -0.67
-0.30 -0.31 -0.36
0.41 -0.15 -0.14
0.45 -0.59 0.69
-0.10 0.41 -0.01
0.26 0.03 -0.23
-0.18 -0.15 0.19
0.20 -0.35 0.54
-0.03 1.15 -1.66
0.23 -1.76 2.62
-0.03 0.61 0.21
0.33 -0.18 -0.43
-0.23 -0.41 -0.99
-0.21 1.66 0.39
0.48 -1.23 1.49
0.19 0.08 -0.35
-0.64 0.22 -0.63
-0.13 0.04 0.06
0.73 0.28 -0.53
-0.85 -0.21 -0.71

Results
E_LUMO: -0.001 Eh
HOMO energy: -6.8 eV
energy: -26547.8714 eV
F_max: 3.166 eV/Å
HOMO-LUMO gap: 6.76 eV